Entry from the OMol25 dataset: a 2-piece molecular cluster, C2H5O2S overall in a non-equilibrium geometry (ωB97M-V/def2-TZVPD).

Atoms and positions in Å:
S  -1.481  -1.054  -0.427
O  -2.063  -0.481  -1.629
O  -1.051  -2.442  -0.575
C  1.243  0.101  -1.194
C  -2.631  -0.929  0.796
H  0.327  0.374  -1.793
H  1.347  -0.992  -0.894
H  1.326  0.717  -0.234
H  -2.228  -1.394  1.757
H  -2.948  0.048  0.771

As for the net charge: -1. As for the energy above the lowest of the compared OMol25 structures with the same formula, charge and spin: 513.5 kJ/mol.